Entry from the Open Molecules 2025 dataset: a cluster of 6 separate species, C43H42N6O14S in total at a distorted geometry (the ωB97M-V functional and the def2-TZVPD basis).

Geometry as ORCA input:
```
! RIJCOSX wB97M-V def2-TZVPD def2/J DEFGRID3
* xyz 0 1
O -3.478 0.864 2.164
C -2.394 1.104 1.654
C -1.235 0.128 1.635
C -1.259 -0.881 2.793
C 0.000 -1.771 2.642
C -0.312 -3.203 2.203
C 1.027 -3.899 1.829
S 2.533 -3.207 2.551
O 3.384 -4.264 2.991
O 3.166 -2.461 1.500
O 2.215 -2.160 3.722
C 0.818 -1.863 3.927
N -2.164 2.352 1.000
C -1.667 2.176 -0.346
C -0.330 2.133 -0.637
C 0.148 1.928 -1.903
C -0.756 1.768 -2.927
C -2.097 1.848 -2.661
C -2.557 2.045 -1.389
H -1.227 -0.428 0.691
H -0.287 0.668 1.690
H -1.228 -0.335 3.746
H -2.160 -1.495 2.744
H 0.633 -1.316 1.869
H -0.758 -3.749 3.038
H -0.991 -3.212 1.349
H 1.159 -3.794 0.752
H 0.996 -4.970 2.028
H 0.771 -0.895 4.429
H 0.382 -2.577 4.636
H -3.062 2.822 0.947
H 0.360 2.239 0.195
H 1.219 1.877 -2.054
H -0.387 1.581 -3.929
H -2.788 1.748 -3.495
H -3.629 2.092 -1.223
O -2.756 -1.533 -4.543
N -3.460 -0.645 -4.981
O -3.152 0.532 -4.988
C -4.766 -1.016 -5.533
C -5.156 -2.343 -5.508
C -6.399 -2.688 -6.011
C -7.233 -1.711 -6.536
C -6.824 -0.384 -6.563
C -5.584 -0.031 -6.059
H -4.508 -3.105 -5.102
H -6.719 -3.721 -5.993
H -8.206 -1.983 -6.924
H -7.474 0.376 -6.975
H -5.268 1.002 -6.078
O -2.702 -2.154 -8.081
N -1.755 -2.227 -8.841
O -1.850 -2.391 -10.040
C -0.405 -2.115 -8.272
C -0.256 -1.963 -6.904
C 1.020 -1.881 -6.370
C 2.127 -1.948 -7.203
C 1.963 -2.090 -8.576
C 0.690 -2.176 -9.117
H -1.113 -1.912 -6.249
H 1.153 -1.769 -5.302
H 3.119 -1.889 -6.781
H 2.828 -2.139 -9.223
H 0.563 -2.290 -10.183
O 3.908 -1.818 -4.550
N 5.038 -2.071 -4.922
O 5.440 -3.183 -5.194
C 5.980 -0.951 -5.052
C 5.563 0.324 -4.717
C 6.461 1.375 -4.820
C 7.758 1.140 -5.257
C 8.159 -0.145 -5.598
C 7.267 -1.200 -5.496
H 4.554 0.508 -4.377
H 6.150 2.376 -4.556
H 8.459 1.962 -5.331
H 9.169 -0.324 -5.941
H 7.581 -2.200 -5.758
O -2.127 -0.091 7.626
N -1.707 0.650 6.764
O -0.842 0.348 5.959
C -2.268 2.002 6.684
C -3.224 2.392 7.606
C -3.734 3.678 7.540
C -3.289 4.554 6.558
C -2.336 4.144 5.635
C -1.819 2.861 5.696
H -3.571 1.712 8.370
H -4.477 3.999 8.257
H -3.686 5.560 6.513
H -1.994 4.827 4.870
H -1.076 2.545 4.978
O 4.760 3.180 11.043
N 3.575 2.997 11.236
O 2.991 3.275 12.264
C 2.792 2.391 10.148
C 3.432 2.029 8.976
C 2.695 1.439 7.962
C 1.334 1.222 8.126
C 0.704 1.600 9.306
C 1.436 2.188 10.325
H 4.491 2.197 8.847
H 3.184 1.145 7.042
H 0.763 0.755 7.335
H -0.357 1.432 9.433
H 0.946 2.479 11.243
*
```

Results
Highest occupied orbital energy   -9.1853 eV
Energy relative to the best compared isomer or geometry (same formula, charge and spin)   40.0 kJ/mol
Gap between HOMO and LUMO   8.18 eV
M   898.9 Da
Calculated total energy   -93698.97249 eV
Maximum force   3.00 eV Å⁻¹

Atom charges from the Löwdin analysis, given in e for atoms 1 to 6:
1 O 0.078
2 C -0.430
3 C -0.104
4 C -0.126
5 C -0.323
6 C -0.166